{"formula": "C21H27BBrCl3F9IN4O9P", "method": "ωB97M-V/def2-TZVPD", "orbital_gap_ev": 7.64, "total_charge": 1, "homo_energy_ha": -0.449, "energy_ha": -7229.6996, "e_lumo_ev": -4.57, "species": ["C", "C", "N", "B", "C", "O", "C", "N", "P", "N", "O", "C", "Cl", "Br", "C", "O", "C", "Cl", "C", "C", "Cl", "N", "I", "H", "H", "H", "H", "H", "H", "H", "H", "H", "H", "H", "H", "C", "C", "O", "C", "O", "C", "F", "F", "F", "H", "H", "H", "H", "H", "C", "C", "O", "C", "O", "C", "F", "F", "F", "H", "H", "H", "H", "H", "C", "C", "O", "C", "O", "C", "F", "F", "F", "H", "H", "H", "H", "H"], "coordinates": [[3.45196, 0.76778, 1.35639], [3.22924, 0.17561, 0.33349], [3.03194, -0.42767, -0.87948], [2.28751, 0.50207, -1.89146], [2.97064, 1.14238, -3.11439], [0.99281, 0.74158, -1.56752], [3.30100, -1.68364, -1.16126], [3.85727, -2.62311, -0.37713], [5.56877, -2.48887, 0.22374], [5.28044, -1.44351, 1.50864], [6.11030, -1.33329, -0.78955], [3.41166, -3.94762, -0.94997], [4.73897, -4.80931, -1.69564], [2.70282, -4.93121, 0.54529], [2.31817, -3.48390, -1.98215], [1.20312, -3.15439, -1.15691], [1.78733, -4.32018, -3.13862], [0.84103, -3.29618, -4.18405], [1.82906, -5.64153, -3.37855], [2.51007, -6.70667, -2.56142], [0.99665, -6.27169, -4.74409], [2.84521, -2.16945, -2.40798], [4.22478, -2.15532, -3.94197], [3.62797, 1.25248, 2.29264], [2.40362, 0.88810, -4.01709], [2.93270, 2.23237, -3.00329], [4.01633, 0.86700, -3.24140], [0.81259, 0.63938, -0.62164], [6.17141, -1.15888, 1.90590], [4.68545, -1.85046, 2.22387], [6.73931, -1.74174, -1.40468], [0.67197, -2.51462, -1.65858], [2.36451, -6.57077, -1.49052], [3.56979, -6.76251, -2.81669], [2.08147, -7.67381, -2.82825], [5.46955, 5.18129, 0.70127], [4.28546, 5.70842, -0.07718], [4.67925, 6.13398, -1.40015], [4.77853, 5.19766, -2.32204], [4.57931, 4.02089, -2.19803], [5.16476, 5.83378, -3.67849], [6.13641, 6.73347, -3.53348], [4.09196, 6.43963, -4.20190], [5.57422, 4.89086, -4.52257], [6.26247, 5.92753, 0.74029], [5.16508, 4.94434, 1.72052], [5.87312, 4.28022, 0.23953], [3.87347, 6.60052, 0.38776], [3.49053, 4.96782, -0.16036], [-2.62726, 1.40192, -1.83762], [-2.38894, 0.24265, -0.89686], [-3.15448, 0.38077, 0.31649], [-4.41856, -0.02314, 0.24896], [-4.97892, -0.48813, -0.69671], [-5.09227, 0.15132, 1.62819], [-4.78841, 1.33224, 2.17363], [-4.66847, -0.81412, 2.45930], [-6.41113, 0.06048, 1.51406], [-2.42071, 2.34801, -1.33686], [-1.97618, 1.31548, -2.70696], [-3.66127, 1.41757, -2.17886], [-1.35361, 0.21591, -0.56804], [-2.62050, -0.71239, -1.36825], [-7.14694, -0.54792, 5.58413], [-8.00057, -0.29470, 4.36147], [-9.37300, -0.67503, 4.59555], [-10.12112, 0.21817, 5.22675], [-9.78745, 1.29655, 5.62035], [-11.56601, -0.31549, 5.36084], [-11.57774, -1.59611, 5.74288], [-12.18688, -0.22347, 4.17646], [-12.24198, 0.40047, 6.25127], [-7.22652, -1.59010, 5.89400], [-6.10342, -0.32693, 5.35930], [-7.46147, 0.07891, 6.41775], [-7.67714, -0.91048, 3.52670], [-7.96100, 0.74878, 4.05125]], "forces_ev_per_angstrom": [[-0.576, -0.256, -0.749], [0.465, 0.266, 0.614], [0.248, 0.297, 0.156], [-0.485, -0.091, -0.176], [0.085, -0.109, -0.019], [0.581, 0.217, 0.306], [0.252, 0.332, -0.371], [-0.372, -0.318, -0.616], [0.059, -0.061, 0.213], [0.205, -0.466, 0.173], [0.251, -0.299, -0.102], [-0.070, 0.638, 0.517], [0.357, 0.012, -0.084], [0.056, -0.196, 0.145], [-0.917, -0.320, 0.316], [0.397, 0.320, -0.084], [0.455, -0.250, -0.297], [-0.057, 0.043, 0.038], [0.157, 0.288, 0.481], [-0.187, -0.339, -0.321], [0.004, 0.018, -0.104], [-0.390, 0.132, 0.270], [0.077, 0.118, -0.024], [-0.022, -0.027, -0.173], [0.106, 0.074, 0.015], [-0.047, -0.095, -0.006], [-0.074, 0.008, -0.057], [-0.211, -0.230, -0.152], [-0.108, 0.077, 0.134], [0.087, 0.060, 0.040], [-0.066, 0.246, -0.074], [-0.097, -0.235, -0.055], [0.192, 0.081, -0.157], [-0.185, -0.019, 0.123], [-0.061, 0.136, 0.065], [0.114, -0.028, -0.148], [-0.112, -0.036, 0.306], [-0.010, -0.036, -0.100], [0.016, 0.009, -0.011], [-0.052, 0.035, 0.077], [0.013, -0.057, 0.053], [-0.027, -0.023, -0.046], [0.040, 0.001, -0.011], [-0.020, 0.056, 0.003], [-0.029, 0.024, 0.052], [-0.013, 0.021, 0.010], [-0.044, -0.020, 0.012], [0.041, 0.054, -0.078], [0.045, -0.035, -0.099], [-0.141, 0.072, 0.089], [0.134, -0.006, -0.278], [-0.043, -0.066, 0.042], [0.029, -0.017, -0.044], [0.036, 0.034, 0.064], [-0.008, 0.047, -0.026], [-0.040, -0.045, 0.005], [-0.021, 0.023, -0.004], [0.062, 0.002, 0.000], [0.060, -0.008, -0.017], [0.017, -0.010, 0.006], [0.013, -0.050, -0.032], [-0.029, 0.013, 0.127], [-0.121, 0.007, 0.045], [-0.150, -0.019, 0.128], [0.336, 0.018, -0.074], [-0.086, 0.059, 0.008], [0.050, 0.005, -0.023], [-0.025, -0.072, -0.013], [0.057, 0.034, 0.035], [-0.038, 0.036, -0.005], [-0.009, -0.020, 0.033], [-0.006, -0.037, -0.046], [0.050, -0.014, -0.045], [0.003, -0.003, -0.019], [0.026, 0.047, -0.032], [-0.124, -0.071, 0.006], [-0.099, 0.023, 0.064]]}